<1>
Here is a cluster of 6 separate species, C12H18N6 in total from the Open Molecules 2025 dataset. Energies are from ωB97M-V/def2-TZVPD.

Kohn-Sham gap, eV: 11.62
SMILES: CC#N.CC#N.CC#N.CC#N.CC#N.CC#N
E_LUMO, eV: 0.4
Charge: 0

Each line ends with the Löwdin charge.
CARTESIAN COORDINATES (ANGSTROEM)
1 C 6.42649 1.33485 3.48807  -0.08
2 C 4.98100 1.16115 3.40882  -0.28
3 N 3.79908 1.07413 3.35901  0.11
4 H 6.66086 2.26359 4.00827  0.08
5 H 6.87590 1.48321 2.50616  0.08
6 H 6.79654 0.43880 3.98631  0.08
7 C 1.86696 5.95124 2.08264  -0.07
8 C 3.05421 5.59445 1.27188  -0.29
9 N 3.93513 5.31197 0.57096  0.11
10 H 0.92073 5.73089 1.58846  0.08
11 H 2.00796 7.02380 2.21623  0.08
12 H 2.03073 5.43893 3.03068  0.08
13 C 0.90187 0.46532 -0.68490  -0.08
14 C -0.21495 0.01154 0.14247  -0.28
15 N -1.13801 -0.38625 0.74138  0.11
16 H 1.13195 1.49908 -0.42700  0.08
17 H 0.59016 0.38003 -1.72589  0.08
18 H 1.77861 -0.16610 -0.54091  0.08
19 C 3.67089 -5.43427 -0.72364  -0.05
20 C 2.30756 -5.61037 -1.34261  -0.29
21 N 1.26834 -5.71161 -1.82479  0.11
22 H 4.31462 -5.59705 -1.58805  0.08
23 H 3.61299 -6.35077 -0.13646  0.07
24 H 3.82718 -4.51948 -0.15195  0.08
25 C -5.07576 -2.15067 -4.96129  -0.08
26 C -4.39897 -0.99977 -4.33956  -0.26
27 N -3.84449 -0.06239 -3.85710  0.11
28 H -4.34395 -2.66853 -5.58127  0.08
29 H -5.97798 -1.85730 -5.49797  0.08
30 H -5.39683 -2.88839 -4.22590  0.08
31 C -6.55166 0.04115 0.79316  -0.07
32 C -7.96980 -0.42333 0.89744  -0.27
33 N -9.12208 -0.72136 0.96043  0.10
34 H -6.08327 -0.79597 0.27552  0.08
35 H -6.19845 0.06703 1.82402  0.07
36 H -6.44361 1.07246 0.45727  0.08

<2>
Here is a cluster of 6 separate species, C12H18N6 in total from the Open Molecules 2025 dataset. Energies are from ωB97M-V/def2-TZVPD.

Kohn-Sham gap, eV: 11.52
SMILES: CC#N.CC#N.CC#N.CC#N.CC#N.CC#N
E_LUMO, eV: 0.0
Charge: 0

Each line ends with the Löwdin charge.
CARTESIAN COORDINATES (ANGSTROEM)
1 C -8.14949 -7.01303 8.29727  -0.08
2 C -7.26756 -5.87165 8.45637  -0.28
3 N -6.57533 -4.93728 8.58717  0.13
4 H -8.65322 -7.26110 9.23152  0.08
5 H -7.64956 -7.95129 8.05679  0.09
6 H -8.80352 -6.74178 7.46857  0.03
7 C -12.58388 -12.08748 12.47602  -0.06
8 C -11.29870 -11.99142 11.77868  -0.30
9 N -10.27791 -11.89660 11.22854  0.12
10 H -13.34088 -11.55393 11.90123  0.08
11 H -12.35809 -11.52156 13.37982  0.09
12 H -12.76877 -13.15209 12.61926  0.09
13 C -10.00768 -5.95849 5.14710  -0.09
14 C -11.13293 -5.29078 4.47983  -0.26
15 N -12.05174 -4.76343 3.94340  0.12
16 H -10.22004 -6.93499 5.58238  0.07
17 H -9.71550 -5.37511 6.02024  0.04
18 H -9.16786 -6.00200 4.45363  0.09
19 C -10.63460 -3.49921 7.90199  -0.09
20 C -9.76883 -2.33617 8.09483  -0.27
21 N -9.11231 -1.39758 8.22323  0.13
22 H -10.84629 -3.64485 6.84271  0.06
23 H -11.60253 -3.40398 8.39407  0.08
24 H -10.18433 -4.40964 8.29754  0.05
25 C -12.11740 -8.53763 10.11449  -0.05
26 C -11.80287 -7.60048 9.01476  -0.24
27 N -11.54414 -6.85224 8.19545  0.17
28 H -13.01154 -9.10819 9.86331  0.06
29 H -12.15211 -8.03694 11.08206  0.09
30 H -11.36160 -9.31153 10.24836  0.06
31 C -14.26614 -8.07630 6.68315  -0.07
32 C -14.97388 -8.16081 7.97789  -0.28
33 N -15.46545 -8.11861 9.00659  0.13
34 H -13.64585 -7.18848 6.80604  0.05
35 H -14.90148 -7.87934 5.81963  0.08
36 H -13.65196 -8.94815 6.45783  0.08

Computed energies relative to the best structure, in kJ/mol: <1> 76.4; <2> 0.0

<1>
Here is a structure of composition C34H45FeGeN6O6Se from the Open Molecules 2025 dataset. Energies are from ωB97M-V/def2-TZVPD.

Multiplicity: 5
Kohn-Sham gap (alpha / beta), eV: 6.61 / 6.57
E_LUMO (alpha / beta), eV: -3.3 / -3.3
Charge: +1
⟨S²⟩: 6.01

Each line ends with the Löwdin charge.
CARTESIAN COORDINATES (ANGSTROEM)
1 Fe -0.37896 -0.36700 0.00963  0.84
2 C -7.36860 1.61994 0.88087  -0.04
3 C -5.87889 1.55976 0.70901  -0.26
4 C -5.08668 2.67207 0.67255  0.02
5 C -3.67986 2.63149 0.45991  -0.09
6 C -3.07985 3.91073 0.59731  0.00
7 N -1.93695 4.42064 0.22585  0.09
8 C -0.96799 3.92552 -0.73987  -0.16
9 C -1.49201 4.10787 -2.16263  -0.14
10 C -0.40905 3.86719 -3.19714  -0.15
11 N 0.03441 2.47901 -3.12950  0.08
12 C 0.64704 1.85013 -4.08595  0.02
13 C 1.01884 0.49183 -4.02535  -0.11
14 C 1.67901 -0.07325 -5.13859  0.02
15 C 2.02755 -1.39723 -5.17916  -0.25
16 C 2.77519 -2.00224 -6.33256  -0.04
17 C 1.63898 -2.18070 -4.08009  0.05
18 C 0.97895 -1.69131 -2.96800  -0.12
19 C 0.51998 -2.66289 -1.98343  -0.12
20 N -0.23366 -2.42265 -0.98890  0.00
21 C -0.63610 -3.59409 -0.20321  -0.19
22 C -0.52066 -3.31497 1.28594  -0.18
23 C -1.73600 -2.58729 1.82323  -0.19
24 N -2.04131 -1.39295 1.03385  0.00
25 C -3.27231 -1.08022 0.95126  -0.07
26 C -3.83022 0.21097 0.55673  -0.10
27 C -5.19733 0.33315 0.69910  0.03
28 C -3.00390 1.36890 0.31820  -0.26
29 O -1.75714 1.27143 0.09531  -0.09
30 C 0.69189 -0.29680 -2.87713  -0.26
31 O 0.16732 0.25528 -1.83973  -0.12
32 H -7.72223 2.64972 0.86436  0.08
33 H -7.67638 1.17600 1.82892  0.09
34 H -7.87939 1.07902 0.08314  0.08
35 H -5.54494 3.64576 0.81051  0.13
36 H -3.67139 4.61991 1.16543  0.15
37 H -1.76722 5.34517 0.59836  0.15
38 H -0.77813 2.88036 -0.50615  0.09
39 H -0.04867 4.49324 -0.58821  0.13
40 H -1.87823 5.12092 -2.28766  0.13
41 H -2.32293 3.41974 -2.33904  0.13
42 H 0.44484 4.52664 -3.01948  0.13
43 H -0.78414 4.06241 -4.20187  0.13
44 H -0.14223 1.89424 -2.30023  0.11
45 H 0.86328 2.41461 -4.98967  0.15
46 H 1.91152 0.57211 -5.97953  0.13
47 H 2.58954 -1.45437 -7.25557  0.08
48 H 2.47801 -3.03815 -6.49339  0.08
49 H 3.85151 -1.99373 -6.15176  0.09
50 H 1.85399 -3.24473 -4.10689  0.13
51 H 0.84601 -3.68977 -2.17906  0.13
52 H -1.67707 -3.81444 -0.46209  0.13
53 H -0.03786 -4.46309 -0.49253  0.11
54 H 0.37094 -2.70763 1.46227  0.06
55 H -0.38594 -4.24774 1.83394  0.11
56 H -1.54765 -2.24792 2.84422  0.13
57 H -2.60832 -3.25202 1.84128  0.12
58 H -4.02184 -1.77923 1.33847  0.13
59 H -5.76588 -0.57355 0.88574  0.13
60 O -2.05847 3.14249 3.86661  0.14
61 C -1.38210 4.03529 3.18563  -0.52
62 O -1.80333 5.16534 3.01486  0.06
63 C -0.10177 3.61702 2.55861  -0.07
64 C 0.82513 4.51676 2.08453  -0.03
65 N 1.78876 3.79264 1.48939  0.01
66 N 1.56187 2.47444 1.53562  0.13
67 C 0.41712 2.34360 2.18474  -0.14
68 C -0.10809 0.97059 2.51821  -0.54
69 O -0.89449 0.87500 3.46622  0.07
70 O 0.32178 -0.01101 1.82836  -0.12
71 H -1.60362 2.24138 3.83499  0.07
72 H 0.85790 5.59162 2.15205  0.14
73 H 2.66374 4.12040 1.11709  0.16
74 C 5.59342 -4.05921 1.46601  -0.22
75 Ge 3.86550 -4.00893 2.37070  0.74
76 C 2.61063 -5.24502 1.51014  -0.21
77 C 4.07623 -4.45454 4.26170  -0.22
78 C 3.09380 -2.19929 2.22211  -0.58
79 Se 2.93193 -1.63287 0.35582  0.87
80 C 3.79421 0.09545 0.53521  -0.41
81 H 5.98854 -5.07518 1.46076  0.02
82 H 6.31125 -3.42080 1.98241  0.02
83 H 5.50175 -3.71420 0.43670  0.00
84 H 3.06705 -6.22368 1.36136  0.02
85 H 2.30927 -4.86325 0.53203  0.00
86 H 1.71867 -5.37645 2.12339  0.01
87 H 4.52821 -5.44098 4.36950  0.02
88 H 3.11629 -4.46309 4.77798  0.02
89 H 4.72487 -3.73044 4.75502  0.02
90 H 3.72324 -1.46571 2.72568  0.03
91 H 2.10782 -2.14247 2.68399  0.00
92 H 4.83375 -0.04022 0.82365  0.02
93 H 3.24911 0.69768 1.25630  -0.01
94 H 3.74906 0.58188 -0.43839  0.01

<2>
Here is a structure of composition C34H45FeGeN6O6Se from the Open Molecules 2025 dataset. Energies are from ωB97M-V/def2-TZVPD.

Multiplicity: 5
Kohn-Sham gap (alpha / beta), eV: 3.82 / 3.46
E_LUMO (alpha / beta), eV: -3.1 / -5.9
Charge: +1
⟨S²⟩: 6.06

Each line ends with the Löwdin charge.
CARTESIAN COORDINATES (ANGSTROEM)
1 Fe -0.36124 -0.36408 0.12999  0.66
2 C -4.28937 -1.23797 5.99292  -0.04
3 C -3.22985 -1.02752 4.94292  -0.26
4 C -1.91708 -0.78308 5.27974  0.02
5 C -0.89822 -0.64020 4.31691  -0.11
6 C 0.40634 -0.35150 4.79507  0.01
7 N 1.57489 -0.64694 4.28942  0.11
8 C 1.91249 -1.71277 3.34674  -0.14
9 C 1.44283 -3.07895 3.86895  -0.15
10 C 1.85386 -4.20831 2.93805  -0.20
11 N 1.16427 -4.04022 1.68533  -0.01
12 C 1.31118 -4.79524 0.57616  -0.06
13 C 0.86399 -4.40435 -0.70039  -0.15
14 C 0.99150 -5.28093 -1.80500  -0.01
15 C 0.66518 -4.90707 -3.10284  -0.30
16 C 0.76612 -5.89056 -4.24005  -0.06
17 C 0.25139 -3.60818 -3.33489  -0.03
18 C 0.09203 -2.67338 -2.27589  -0.15
19 C -0.33281 -1.34911 -2.58877  -0.07
20 N -0.49310 -0.36121 -1.77219  -0.08
21 C -0.99587 0.89408 -2.29702  -0.20
22 C -2.37973 1.25802 -1.69470  -0.15
23 C -3.09862 0.08194 -1.03401  -0.19
24 N -2.42943 -0.25798 0.21596  0.00
25 C -3.12562 -0.54601 1.24724  -0.05
26 C -2.62605 -0.77820 2.58266  -0.10
27 C -3.55918 -1.01007 3.58802  0.04
28 C -1.23681 -0.64525 2.91423  -0.26
29 O -0.34138 -0.42898 2.04965  -0.08
30 C 0.31862 -3.08008 -0.93356  -0.28
31 O 0.07864 -2.30099 0.07200  -0.13
32 H -3.84633 -1.50928 6.94917  0.08
33 H -4.98405 -2.02220 5.69442  0.08
34 H -4.86704 -0.32261 6.13904  0.09
35 H -1.64627 -0.74068 6.32998  0.13
36 H 0.46023 0.19346 5.73380  0.15
37 H 2.36004 -0.16058 4.69900  0.16
38 H 2.99688 -1.70649 3.24034  0.14
39 H 1.47196 -1.49665 2.37631  0.09
40 H 0.35523 -3.07860 3.96557  0.12
41 H 1.86838 -3.25342 4.85927  0.12
42 H 1.60404 -5.17338 3.39029  0.12
43 H 2.94238 -4.18853 2.78788  0.12
44 H 0.68395 -3.16477 1.51184  0.08
45 H 1.81848 -5.74816 0.68504  0.12
46 H 1.36222 -6.28315 -1.61841  0.11
47 H 1.03086 -6.88145 -3.87440  0.07
48 H 1.52232 -5.58117 -4.96404  0.08
49 H -0.18656 -5.96326 -4.76635  0.08
50 H 0.03107 -3.28960 -4.34945  0.11
51 H -0.51821 -1.16138 -3.64969  0.13
52 H -1.05747 0.85802 -3.38946  0.12
53 H -0.27521 1.67344 -2.02476  0.07
54 H -3.01557 1.66975 -2.47975  0.11
55 H -2.25191 2.02472 -0.92524  0.08
56 H -3.08381 -0.79376 -1.68777  0.13
57 H -4.14535 0.34782 -0.85494  0.12
58 H -4.21564 -0.56353 1.14770  0.14
59 H -4.59651 -1.14682 3.29837  0.13
60 O 5.05592 0.98058 2.33652  0.11
61 C 5.43379 0.14010 1.38385  -0.51
62 O 6.57764 -0.21018 1.24978  0.11
63 C 4.36589 -0.38532 0.48601  -0.06
64 C 4.57303 -1.41425 -0.40432  0.01
65 N 3.39239 -1.65042 -1.00123  0.05
66 N 2.42820 -0.83444 -0.58996  0.13
67 C 2.98983 -0.05962 0.32310  -0.15
68 C 2.13309 0.98316 0.98290  -0.57
69 O 2.51881 1.50545 2.03755  0.03
70 O 1.02199 1.26472 0.41093  -0.23
71 H 4.08958 1.19794 2.28690  0.05
72 H 5.47427 -1.96229 -0.62217  0.14
73 H 3.17770 -2.35967 -1.68457  0.17
74 C -2.76875 5.70455 -2.04916  -0.20
75 Ge -0.85868 6.15683 -1.94100  0.80
76 C -0.52938 8.09092 -1.96369  -0.20
77 C 0.12084 5.22251 -3.37031  -0.21
78 C -0.23993 5.53643 -0.12236  -0.54
79 Se 0.22301 3.66904 -0.00346  1.26
80 C 2.03372 3.86900 -0.63812  -0.27
81 H -3.19857 6.09453 -2.97109  0.03
82 H -3.31425 6.13498 -1.20913  0.03
83 H -2.90747 4.62304 -2.03521  0.01
84 H -0.89082 8.51488 -2.89999  0.03
85 H 0.53613 8.30313 -1.87916  0.03
86 H -1.04803 8.57832 -1.13876  0.03
87 H -0.33922 5.46250 -4.32845  0.03
88 H 0.07912 4.13991 -3.23535  0.01
89 H 1.16464 5.53384 -3.41643  0.02
90 H -1.06886 5.69259 0.57029  0.02
91 H 0.60904 6.13463 0.21322  0.04
92 H 2.03198 4.53476 -1.49731  0.03
93 H 2.40296 2.88322 -0.90429  0.04
94 H 2.63360 4.28830 0.16925  0.06

Computed energies relative to the best structure, in kJ/mol: <1> 0.0; <2> 329.3